Entry 1:
F3HN2O2S | ωB97M-V/def2-TZVPD

Summary:
**2S+1**: 1
**E_HOMO (spin up / spin down)**: -9.934 / -9.939 eV
**Relative energy (zero: lowest compared OMol25 entry of this formula, charge and spin)**: 61.4 kcal per mole

```
9
Properties=species:S:1:pos:R:3:forces:R:3
N -0.454032 0.649520 -1.686616 -0.8 0.9 1.1
N 0.884490 -0.558515 1.947582 -1.2 1.2 -0.9
O 0.648449 -0.999354 0.793473 -0.1 -1.1 0.0
O -1.648065 -1.382747 -0.871383 -0.1 -0.3 0.0
F 0.749057 1.024785 -2.201957 0.8 0.2 -0.3
F -0.452952 -0.049794 2.620467 0.7 -0.7 -0.8
F 1.405387 0.775621 1.741171 0.3 0.1 0.2
S -0.331752 -0.977701 -1.217681 -0.1 2.1 1.6
H -0.800582 1.518186 -1.125056 0.4 -2.4 -0.7
```
Forces are in eV/Å.

=====

Entry 2:
F3N | ωB97M-V/def2-TZVPD

Summary:
**2S+1**: 1
**E_HOMO (spin up / spin down)**: -12.592 / -12.593 eV
**Relative energy (zero: lowest compared OMol25 entry of this formula, charge and spin)**: 25.2 kcal per mole

```
4
Properties=species:S:1:pos:R:3:forces:R:3
N 0.314265 0.056600 0.441179 -4.3 -1.2 0.0
F 0.511650 -1.081951 -0.227831 1.0 1.7 -0.3
F -1.614494 -0.069187 -0.145028 3.1 0.7 1.2
F 0.696395 1.113866 -0.217148 0.1 -1.2 -0.9
```
Forces are in eV/Å.

=====

Entry 3:
F3NS | ωB97M-V/def2-TZVPD

Summary:
**2S+1**: 1
**E_HOMO (spin up / spin down)**: -9.847 / -9.847 eV
**Relative energy (zero: lowest compared OMol25 entry of this formula, charge and spin)**: 49.3 kcal per mole

```
5
Properties=species:S:1:pos:R:3:forces:R:3
N 1.846577 -0.590014 -0.199241 0.0 0.0 0.0
F 1.518802 0.667361 -0.309301 0.0 0.0 0.0
F -1.624104 -1.179957 0.238757 -0.2 0.8 -0.4
F -1.310175 1.234490 0.524542 -0.4 -0.6 -0.6
S -2.035965 0.206280 -0.502395 0.7 -0.2 1.0
```
Forces are in eV/Å.

=====

Entry 4:
F4H10N2O13PbS4 | ωB97M-V/def2-TZVPD

Summary:
**2S+1**: 1
**E_HOMO**: -9.871 eV
**Relative energy (zero: lowest compared OMol25 entry of this formula, charge and spin)**: 0.0 kcal per mole

```
34
Properties=species:S:1:pos:R:3:forces:R:3
Pb -15.203392 2.864337 -8.814351 -0.1 -0.1 0.2
N -19.373390 3.102900 -8.551829 -2.2 -2.4 -1.9
S -20.337317 3.544751 -7.423488 0.5 4.8 7.4
O -20.374969 2.680069 -6.256755 -1.0 0.2 -1.8
O -21.474087 4.402620 -7.743850 1.7 -1.9 0.0
F -19.225637 4.601484 -6.755412 -0.4 0.2 -1.0
S -20.574941 2.011349 -9.142197 0.4 -3.1 -4.5
O -21.480445 2.623237 -10.111095 1.2 -0.8 2.3
O -20.960128 0.860196 -8.329731 0.3 2.7 -0.8
F -19.523826 1.278059 -10.132931 0.3 0.3 0.1
N -10.926391 2.740296 -8.711753 -0.3 2.5 -3.1
S -9.822342 3.392828 -9.797568 1.8 5.6 -2.2
O -9.801262 2.670334 -11.030892 0.0 0.1 0.7
O -8.580922 4.111194 -9.326848 -3.9 -2.8 -1.2
F -10.748790 4.689827 -10.120640 -0.2 -0.6 0.1
S -9.869817 1.863619 -8.095779 4.3 -5.3 4.8
O -8.967211 2.577891 -7.254245 -0.1 0.0 0.5
O -9.244537 0.793092 -8.851497 -1.4 1.2 0.0
F -10.809430 1.122136 -7.084095 -1.0 -0.7 0.5
O -15.256633 -1.386023 -8.579105 0.1 0.6 0.0
H -15.829583 -2.086116 -8.891871 -0.2 -0.1 -0.2
H -14.818012 -1.758571 -7.814225 0.2 -0.1 0.2
O -14.218544 2.414268 -12.763050 -0.3 0.1 0.6
H -14.582205 2.987917 -13.437510 -0.1 0.2 -0.2
H -13.525939 1.927554 -13.209868 0.3 -0.2 0.0
O -15.528591 6.704176 -9.842784 0.0 -0.6 0.1
H -16.363850 7.079437 -10.121624 -0.3 0.1 0.0
H -14.921892 7.444532 -9.839933 0.3 0.2 0.1
O -15.275296 1.357643 -5.152698 0.0 0.3 -0.7
H -14.590068 1.662589 -4.557977 0.2 0.2 0.2
H -15.385905 0.431708 -4.936737 -0.2 -0.3 0.0
O -12.508878 5.624153 -6.004927 -0.5 -0.1 -0.2
H -11.828504 5.848939 -5.370265 0.2 0.1 0.2
H -12.052045 5.119504 -6.677871 0.4 -0.1 -0.2
```
Forces are in eV/Å.

=====

Entry 5:
F4H2N4P2S2 | ωB97M-V/def2-TZVPD

Summary:
**2S+1**: 1
**E_HOMO**: -8.646 eV
**Relative energy (zero: lowest compared OMol25 entry of this formula, charge and spin)**: 23.2 kcal per mole

```
14
Properties=species:S:1:pos:R:3:forces:R:3
N -0.039153 -0.001249 1.747661 -1.2 -0.9 0.9
N -0.163510 0.789989 -0.767444 0.7 -0.3 0.7
N 1.861121 -0.236795 -0.663437 -0.9 0.1 0.3
N -1.031373 -1.781311 0.334606 0.3 -0.3 0.8
F 2.302077 0.168225 1.604673 -0.9 -0.1 -0.7
F 1.271622 2.030771 0.777077 -0.3 -0.7 0.0
F -2.199662 1.380472 -1.993375 0.2 -0.7 0.1
F -2.418705 0.706186 0.235700 0.2 -0.4 -0.2
P 1.012677 0.480136 0.592267 2.1 1.4 -0.4
P -1.670735 0.124031 -1.087853 -1.4 1.8 -0.8
S 0.944835 0.368733 -2.012463 0.2 -0.1 -0.1
S -1.086236 -1.120154 1.719314 1.2 0.5 -0.8
H 2.864168 -0.340151 -0.681569 0.0 0.1 0.1
H -1.647126 -2.568881 0.194843 -0.3 -0.2 0.2
```
Forces are in eV/Å.

=====

Entry 6:
F4Hg2 | ωB97M-V/def2-TZVPD

Summary:
**2S+1**: 1
**E_HOMO**: -9.534 eV

```
6
Properties=species:S:1:pos:R:3:forces:R:3
Hg 0.076707 1.456149 2.060379 1.4 -3.4 -3.1
Hg -0.927888 -2.193180 -0.942226 0.3 2.6 0.3
F 1.209541 0.938653 0.114788 -1.1 1.2 2.6
F 0.859412 0.447037 -2.190289 -0.8 -0.4 0.1
F 0.041659 -1.096434 1.975472 -0.4 1.9 0.2
F -1.259434 0.447776 -1.018123 0.6 -1.8 -0.1
```
Forces are in eV/Å.

=====

Entry 7:
F5Mg2 | ωB97M-V/def2-TZVPD

Summary:
**2S+1**: 1
**Total charge**: -1
**E_HOMO**: -5.619 eV
**Relative energy (zero: lowest compared OMol25 entry of this formula, charge and spin)**: 33.1 kcal per mole

```
7
Properties=species:S:1:pos:R:3:forces:R:3
Mg 0.395262 -0.690942 -2.273662 2.4 1.5 2.9
Mg -0.756028 0.320700 1.159178 1.4 -1.0 0.2
F 2.298381 -0.508608 -2.326188 -2.0 -0.7 -1.0
F 0.033094 0.293880 -0.714875 -0.4 -0.6 -1.7
F -1.069871 2.131498 1.365385 -0.4 -0.3 0.0
F -1.787684 -1.292960 0.694061 0.2 0.8 0.0
F 0.886849 -0.253567 2.096104 -1.1 0.3 -0.4
```
Forces are in eV/Å.

=====

Entry 8:
F6H8N3NaO16S6 | ωB97M-V/def2-TZVPD

Summary:
**2S+1**: 1
**Total charge**: -2
**E_HOMO**: -5.037 eV
**Relative energy (zero: lowest compared OMol25 entry of this formula, charge and spin)**: 0.0 kcal per mole

```
40
Properties=species:S:1:pos:R:3:forces:R:3
Na 0.482983 0.824480 -0.053053 0.1 -0.3 0.3
N -1.852011 1.274702 -0.813410 -1.3 1.4 -2.4
S -3.101527 1.286652 0.131368 -2.1 -3.4 5.4
O -4.255748 0.552968 -0.340465 1.1 1.5 -0.2
O -3.250689 2.460943 0.928445 -0.1 0.4 -0.6
F -2.497703 0.258131 1.227220 0.0 0.6 -0.8
S -2.605014 2.041361 -2.097791 1.2 1.2 -3.8
O -3.115745 3.352096 -1.803045 0.1 -0.9 0.5
O -3.335300 1.259580 -3.061039 0.8 0.1 1.5
F -1.234287 2.367956 -2.847417 -0.2 -0.4 0.2
N 2.920058 0.564995 -0.490907 2.1 2.0 -2.1
S 3.837573 1.507560 -1.566208 -2.2 0.3 -1.9
O 4.218491 0.829273 -2.766755 0.0 0.1 0.9
O 4.741160 2.431448 -0.968116 -0.1 -0.3 0.3
F 2.584960 2.381302 -2.029112 0.3 -0.1 0.2
S 4.087711 0.028875 0.408456 -0.1 -3.7 4.8
O 4.475958 0.879034 1.498645 0.5 0.4 -1.0
O 5.039075 -0.888373 -0.161322 -0.3 1.4 -0.4
F 3.145871 -0.994609 1.260387 -0.1 0.3 -0.7
N -0.850258 -4.178544 1.964210 -0.2 3.1 0.5
S -0.274181 -2.631220 2.064131 3.4 -0.5 0.2
O -0.261623 -1.997640 3.359052 -0.7 -0.4 -1.1
O -0.464632 -1.833796 0.869481 -0.3 -0.2 1.0
F 1.244697 -3.084206 1.916589 -0.2 0.0 0.0
S -2.379753 -3.818034 1.767444 -4.0 -1.6 0.1
O -2.777698 -3.583098 0.402780 0.4 -0.3 0.8
O -3.078030 -3.045706 2.787026 1.4 -0.4 -1.0
F -2.927855 -5.313098 2.111758 0.3 0.4 -0.4
O 0.571238 1.023098 2.285762 0.3 0.2 0.0
H 0.074286 1.450832 2.989027 -0.2 -0.1 -0.1
H 1.383043 0.709344 2.706763 -0.1 -0.1 -0.2
O 1.738398 -1.506933 -2.162368 -0.1 0.4 0.0
H 0.815704 -1.306544 -2.390481 0.0 -0.2 0.2
H 2.017104 -0.783987 -1.571469 0.1 -0.5 -0.4
O -1.094127 -1.227122 -1.818457 0.6 -0.6 -0.3
H -0.959198 -1.762103 -1.018735 -0.2 0.0 -0.1
H -1.482837 -0.411713 -1.510154 -0.4 0.2 0.1
O -0.155191 3.679397 -0.530429 0.3 -0.1 0.2
H -0.698408 2.878401 -0.576711 -0.2 0.5 0.0
H -0.726497 4.324298 -0.101099 0.0 -0.1 0.0
```
Forces are in eV/Å.

=====

Entry 9:
F6Li2N3O12S6 | ωB97M-V/def2-TZVPD

Summary:
**2S+1**: 2
**Expectation value of S²**: 0.762
**E_HOMO (spin up / spin down)**: -12.088 / -12.087 eV
**Relative energy (zero: lowest compared OMol25 entry of this formula, charge and spin)**: 0.0 kcal per mole

```
29
Properties=species:S:1:pos:R:3:forces:R:3
Li -16.631582 0.383414 6.128620 -0.1 0.0 0.2
Li -18.089515 0.846139 4.159130 -0.5 0.0 -1.2
N -16.185999 0.480532 4.243138 -0.7 -5.0 -0.7
S -15.974320 -1.087278 3.528706 -1.9 -4.8 -0.1
O -15.939638 -2.172048 4.554752 0.0 3.9 -2.3
O -15.272978 -1.300822 2.272329 -0.6 1.5 2.7
F -17.540429 -1.083220 2.990921 0.9 0.2 0.8
S -14.995766 1.262167 3.673944 4.3 6.0 -0.3
O -15.262824 2.002057 2.486835 -0.2 -1.0 -0.1
O -13.670748 0.753690 3.915060 -1.9 -0.2 -0.1
F -15.252878 2.426641 4.791830 0.5 -0.4 0.0
N -18.630406 0.672646 5.964778 -1.1 -3.4 -1.6
S -20.064040 -0.309983 6.006435 -2.5 -9.1 -2.6
O -21.127563 -0.017280 5.070090 1.2 1.5 1.8
O -20.322097 -1.189824 7.169005 0.9 3.6 -2.0
F -19.342206 -1.391399 5.063256 1.0 0.1 0.0
S -19.346780 1.613821 6.873211 -0.7 10.9 8.6
O -19.408074 1.293168 8.306589 -0.1 -0.4 -3.1
O -20.445486 2.392422 6.339360 1.0 -1.8 -0.1
F -18.169081 2.769518 6.943283 -0.1 -1.0 -0.7
N -15.330857 -0.585491 7.413530 -1.9 0.5 2.8
S -16.181670 -0.494917 8.906188 -4.2 -2.2 4.6
O -16.203632 0.809686 9.552558 1.0 -2.0 -2.0
O -16.092386 -1.690520 9.750213 0.8 2.6 -2.6
F -17.580868 -0.636678 8.227836 0.6 0.0 -0.2
S -14.092360 0.236586 7.917284 9.0 0.1 -4.4
O -13.291447 -0.372112 8.941557 -2.1 0.7 0.4
O -14.046351 1.632060 7.628580 -2.0 0.6 1.5
F -13.217273 -0.166339 6.622823 -0.6 -0.6 0.6
```
Forces are in eV/Å.

=====

Entry 10:
F8N4NaO16S8 | ωB97M-V/def2-TZVPD

Summary:
**2S+1**: 1
**Total charge**: -3
**E_HOMO**: -2.510 eV
**Relative energy (zero: lowest compared OMol25 entry of this formula, charge and spin)**: 0.0 kcal per mole

```
37
Properties=species:S:1:pos:R:3:forces:R:3
Na -0.756108 0.077191 0.773441 0.4 0.0 -0.3
N -3.024143 -0.421247 -0.134825 -2.3 1.3 0.4
S -3.663284 -0.550431 -1.596222 2.0 -1.1 -2.7
O -3.471279 0.598875 -2.420232 -0.7 0.5 0.4
O -4.896941 -1.259899 -1.689391 0.0 -0.3 0.2
F -2.544076 -1.517633 -2.179420 -0.6 -0.2 0.5
S -4.002196 0.727019 0.514449 1.2 -0.1 1.8
O -5.400475 0.678514 0.256372 -0.2 -0.2 -0.3
O -3.365807 1.998338 0.540778 0.3 0.5 -0.1
F -3.878057 0.262410 2.034821 0.0 -0.2 0.0
N -0.664991 -2.185403 2.145890 1.4 -1.8 0.3
S 0.578576 -3.054786 1.511186 -0.5 2.0 -2.7
O 0.862745 -4.340126 2.035553 -0.2 -0.6 0.7
O 1.631098 -2.170900 1.148510 0.5 -0.2 0.3
F -0.127421 -3.315820 0.120312 -0.2 -0.4 0.1
S -0.389479 -2.311217 3.702173 -1.6 2.5 1.5
O 0.936815 -1.993922 4.116832 0.4 -0.7 0.1
O -1.137935 -3.307743 4.400296 0.2 -0.3 -0.1
F -1.170603 -0.942085 4.100124 -0.1 -0.5 -0.1
N 1.417764 0.426671 -3.898003 -1.6 -0.1 1.6
S 1.361359 0.328189 -2.266657 2.9 0.4 -1.1
O 0.135543 0.035034 -1.601315 -0.6 -0.3 -0.1
O 2.201846 1.335496 -1.728552 -0.2 0.5 0.1
F 2.272579 -0.967058 -2.154694 -0.4 -0.4 0.6
S 0.134106 -0.338155 -4.440982 0.3 -0.6 -1.9
O -1.067655 0.418449 -4.471015 -0.3 0.1 0.2
O 0.099166 -1.738440 -4.145562 -0.2 0.1 0.2
F 0.557206 -0.350748 -6.019567 0.2 0.2 0.4
N 3.127008 2.989791 2.070594 -0.3 -1.0 -1.7
S 2.569471 1.513790 1.639906 0.0 -0.4 3.8
O 3.486401 0.582651 1.103126 0.2 0.2 -0.8
O 1.181213 1.481185 1.311893 -0.5 0.2 -1.0
F 2.487200 1.061168 3.183507 0.1 -0.1 -0.1
S 3.442811 3.751914 0.721008 0.6 1.6 -0.6
O 2.355073 4.526851 0.207062 0.0 0.0 0.2
O 4.286360 3.082318 -0.212152 0.1 -0.2 0.0
F 4.436112 4.889761 1.320757 -0.3 -0.2 0.3
```
Forces are in eV/Å.